# C4H9NO2

A single C4H9NO2 molecule (ωB97M-V/def2-TZVPD, the OMol25 dataset).

Properties
- Relative energy (zero: lowest compared OMol25 entry of this formula, charge and spin): 2.443 eV
- SMILES string: CN[C@@H](C)C(=O)O
- Strongest force on any atom: 0.1106 hartree/bohr

```
16
C4H9NO2 (ωB97M-V/def2-TZVPD)
C 1.06 1.16 -0.76
N 0.98 -0.26 -0.36
C -0.23 -0.82 0.25
C -0.30 -0.21 1.63
C -1.54 -0.45 -0.63
O -2.47 -0.04 0.04
O -1.12 -0.33 -2.00
H 0.80 1.11 -1.79
H 0.26 1.88 -0.45
H 2.03 1.57 -0.61
H 1.79 -0.51 0.24
H -0.19 -1.91 0.18
H 0.57 -0.58 2.25
H -1.12 -0.73 2.19
H -0.33 0.81 1.68
H -0.20 -0.68 -1.87
```

***

# C4H9NO2

A single C4H9NO2 molecule (ωB97M-V/def2-TZVPD, the OMol25 dataset).

Properties
- Relative energy (zero: lowest compared OMol25 entry of this formula, charge and spin): 2.952 eV
- SMILES string: COCCNC=O
- Strongest force on any atom: 0.0543 hartree/bohr

```
16
C4H9NO2 (ωB97M-V/def2-TZVPD)
C -2.45 0.29 1.01
O -1.20 -0.27 0.65
C -0.70 0.30 -0.54
C 0.80 0.05 -0.75
N 1.65 0.19 0.43
C 2.68 -0.66 -0.11
O 3.51 -0.27 -0.89
H -2.35 1.35 1.29
H -3.18 0.22 0.19
H -2.83 -0.26 1.87
H -0.88 1.39 -0.53
H -1.22 -0.11 -1.41
H 1.17 0.73 -1.51
H 1.21 -0.98 -1.18
H 1.17 -0.26 1.22
H 2.60 -1.70 0.25
```

***

# C4H9NO2

A 2-piece molecular cluster, C4H9NO2 overall (ωB97M-V/def2-TZVPD, the OMol25 dataset).

Properties
- Relative energy (zero: lowest compared OMol25 entry of this formula, charge and spin): 3.460 eV
- Strongest force on any atom: 0.0564 hartree/bohr

```
16
C4H9NO2 (ωB97M-V/def2-TZVPD)
C 1.78 -0.40 -1.50
N 1.93 0.57 -0.46
C 1.78 1.21 0.49
O -0.15 0.67 1.66
C -1.20 0.78 0.71
C -1.74 -0.61 0.35
O -0.66 -1.51 0.17
H 0.89 -0.99 -1.25
H 1.65 0.13 -2.44
H 2.68 -1.01 -1.54
H 0.69 1.33 1.49
H -2.02 1.38 1.11
H -0.85 1.27 -0.22
H -2.41 -0.99 1.14
H -2.31 -0.59 -0.59
H -0.06 -1.24 0.89
```

***

# C4H9NO2

A single C4H9NO2 molecule (ωB97M-V/def2-TZVPD, the OMol25 dataset).

Properties
- Relative energy (zero: lowest compared OMol25 entry of this formula, charge and spin): 3.115 eV
- SMILES string: C[C@@H](O)[C@H](N)C=O
- Strongest force on any atom: 0.1004 hartree/bohr

```
16
C4H9NO2 (ωB97M-V/def2-TZVPD)
C 0.42 1.32 -1.49
C 0.41 -0.01 -0.62
O 1.65 -0.16 0.21
C -0.75 -0.28 0.27
N -0.42 0.36 1.57
C -0.92 -1.82 0.56
O -0.19 -2.58 -0.04
H 1.13 0.96 -2.28
H -0.54 1.49 -2.03
H 0.56 2.09 -0.83
H 0.67 -0.82 -1.22
H 2.13 0.67 0.37
H -1.73 0.25 0.04
H 0.46 0.01 2.05
H -1.18 0.39 2.20
H -1.70 -1.89 1.25
```

***

# C4H9NO2

A single C4H9NO2 molecule (ωB97M-V/def2-TZVPD, the OMol25 dataset).

Properties
- Relative energy (zero: lowest compared OMol25 entry of this formula, charge and spin): 0.931 eV
- SMILES string: CC[C@H](N)C(=O)O
- Strongest force on any atom: 0.0510 hartree/bohr

```
16
C4H9NO2 (ωB97M-V/def2-TZVPD)
C 0.58 1.42 1.45
C 0.37 -0.02 0.96
C -0.02 -0.07 -0.51
N -1.42 0.32 -0.72
C 0.16 -1.48 -1.06
O 1.00 -2.25 -0.68
O -0.37 -1.60 -2.31
H 1.52 1.81 1.08
H -0.22 2.00 0.99
H 0.43 1.52 2.52
H 1.23 -0.66 1.15
H -0.40 -0.49 1.59
H 0.67 0.50 -1.13
H -1.52 1.28 -1.01
H -1.86 0.24 0.20
H -0.16 -2.52 -2.53
```

***

# C4H9NO2

A 2-piece molecular cluster, C4H9NO2 overall (ωB97M-V/def2-TZVPD, the OMol25 dataset).

Properties
- Relative energy (zero: lowest compared OMol25 entry of this formula, charge and spin): 2.644 eV
- SMILES string: C[C@H]1CO1.[H]/N=C/O
- Strongest force on any atom: 0.0108 hartree/bohr

```
16
C4H9NO2 (ωB97M-V/def2-TZVPD)
C 0.96 -0.86 -0.95
C 0.76 -0.77 0.55
C 1.65 0.10 1.33
O 0.27 0.40 1.23
H 0.20 -1.47 -1.43
H 1.94 -1.32 -1.13
H 0.96 0.12 -1.44
H 0.34 -1.66 1.01
H 2.01 -0.19 2.31
H 2.28 0.80 0.77
H -2.48 -0.81 -0.92
N -1.82 -0.25 -0.38
C -2.09 0.99 -0.50
O -1.39 1.97 0.06
H -2.92 1.40 -1.08
H -0.67 1.54 0.59
```

***

# C4H9NO2

A single C4H9NO2 molecule (ωB97M-V/def2-TZVPD, the OMol25 dataset).

Properties
- Relative energy (zero: lowest compared OMol25 entry of this formula, charge and spin): 4.629 eV
- Strongest force on any atom: 0.0077 hartree/bohr

```
16
C4H9NO2 (ωB97M-V/def2-TZVPD)
C 0.66 1.59 0.39
C -0.22 0.86 -0.55
O 1.34 -0.93 -0.51
C -1.45 0.19 -0.13
N -0.95 -1.14 -0.44
C 0.26 -1.55 0.37
O 0.26 -1.13 1.56
H 0.14 2.54 0.61
H 1.64 1.80 -0.04
H 0.73 1.00 1.31
H -0.04 0.93 -1.62
H 2.09 -0.85 0.10
H -1.63 0.25 0.95
H -2.34 0.42 -0.72
H -0.85 -1.33 -1.43
H 0.36 -2.64 0.16
```

***

# C4H9NO2

A 2-piece molecular cluster, C4H9NO2 overall (ωB97M-V/def2-TZVPD, the OMol25 dataset).

Properties
- Relative energy (zero: lowest compared OMol25 entry of this formula, charge and spin): 5.013 eV
- Strongest force on any atom: 0.0089 hartree/bohr

```
16
C4H9NO2 (ωB97M-V/def2-TZVPD)
N 1.60 0.69 1.17
C 1.23 -0.62 1.28
O 1.55 -1.35 2.19
C 0.33 -1.11 0.10
C -0.97 -0.42 0.27
C -1.06 0.91 -0.33
O 0.04 1.35 -1.15
H 2.26 1.04 1.85
H 1.41 1.20 0.32
H 0.86 -0.88 -0.84
H 0.24 -2.19 0.24
H -1.97 -1.69 -1.96
H -2.13 -1.64 -1.23
H -2.00 0.95 -0.89
H -1.19 1.57 0.54
H -0.21 2.18 -1.57
```

***

# C4H9NO2

A single C4H9NO2 molecule (ωB97M-V/def2-TZVPD, the OMol25 dataset).

Properties
- Relative energy (zero: lowest compared OMol25 entry of this formula, charge and spin): 2.167 eV
- SMILES string: C[C@@H](CO)NC=O
- Strongest force on any atom: 0.0483 hartree/bohr

```
16
C4H9NO2 (ωB97M-V/def2-TZVPD)
C -1.32 1.38 -0.37
C -0.37 0.48 0.38
C -0.77 -0.97 0.36
O -0.37 -1.68 1.52
N 1.12 0.65 -0.46
C 1.96 -0.41 -0.51
O 1.56 -1.55 -0.51
H -0.83 2.34 -0.53
H -2.26 1.54 0.17
H -1.55 0.94 -1.35
H -0.09 0.83 1.38
H -1.85 -1.13 0.23
H -0.29 -1.29 -0.59
H 0.31 -2.30 1.24
H 1.69 1.49 -0.38
H 3.06 -0.32 -0.59
```

***

# C4H9NO2

A single C4H9NO2 molecule (ωB97M-V/def2-TZVPD, the OMol25 dataset).

Properties
- Relative energy (zero: lowest compared OMol25 entry of this formula, charge and spin): 1.214 eV
- SMILES string: CNCC(=O)OC
- Strongest force on any atom: 0.0090 hartree/bohr

```
16
C4H9NO2 (ωB97M-V/def2-TZVPD)
C 1.71 -1.30 0.81
N 1.02 -0.35 1.66
C -0.36 -0.17 1.27
C -0.49 0.68 0.01
O 0.14 1.69 -0.18
O -1.37 0.18 -0.86
C -1.50 0.92 -2.08
H 1.42 -2.32 1.07
H 2.79 -1.21 0.96
H 1.52 -1.16 -0.27
H 1.48 0.55 1.61
H -0.92 0.34 2.06
H -0.83 -1.14 1.09
H -2.26 0.40 -2.66
H -0.54 0.93 -2.61
H -1.80 1.95 -1.88
```

***

# C4H9NO2

A single C4H9NO2 molecule (ωB97M-V/def2-TZVPD, the OMol25 dataset).

Properties
- Relative energy (zero: lowest compared OMol25 entry of this formula, charge and spin): 2.428 eV
- SMILES string: C[C@@H](CO)NC=O
- Strongest force on any atom: 0.0298 hartree/bohr

```
16
C4H9NO2 (ωB97M-V/def2-TZVPD)
C 1.68 -1.16 0.25
C 0.34 -0.29 0.23
C 0.00 1.48 0.41
O -0.62 1.71 1.65
N -0.41 -0.82 -0.90
C -1.61 -0.26 -1.14
O -2.17 0.46 -0.33
H 1.48 -2.20 0.58
H 2.44 -0.80 0.95
H 2.19 -1.28 -0.72
H -0.17 -0.55 1.16
H 0.96 1.98 0.43
H -0.61 2.03 -0.35
H -1.57 1.54 1.53
H 0.03 -1.39 -1.61
H -2.02 -0.44 -2.14
```

***

# C4H9NO2

A single C4H9NO2 molecule (ωB97M-V/def2-TZVPD, the OMol25 dataset).

Properties
- Relative energy (zero: lowest compared OMol25 entry of this formula, charge and spin): 3.702 eV
- Strongest force on any atom: 0.0273 hartree/bohr

```
16
C4H9NO2 (ωB97M-V/def2-TZVPD)
C 0.16 0.72 -1.99
C 0.44 -0.11 -0.72
C 1.17 0.64 0.37
O 0.52 0.15 1.55
C -0.59 -0.47 1.07
O -1.75 0.18 0.79
N -0.88 -1.55 1.85
H 1.08 0.95 -2.56
H -0.51 0.19 -2.67
H -0.30 1.69 -1.75
H -1.46 0.56 -0.05
H 0.93 -1.05 -0.99
H 2.23 0.44 0.56
H 1.03 1.72 0.33
H -1.82 -1.76 2.10
H -0.25 -2.29 2.10
```

***

# C4H9NO2

A single C4H9NO2 molecule (ωB97M-V/def2-TZVPD, the OMol25 dataset).

Properties
- Relative energy (zero: lowest compared OMol25 entry of this formula, charge and spin): 0.818 eV
- SMILES string: CCCOC(N)=O
- Strongest force on any atom: 0.0450 hartree/bohr

```
16
C4H9NO2 (ωB97M-V/def2-TZVPD)
C -2.48 0.05 -0.34
C -1.03 0.54 -0.30
C -0.23 -0.27 0.71
O 1.13 0.21 0.79
C 1.86 -0.26 -0.21
N 3.16 0.08 -0.34
O 1.46 -1.03 -1.08
H -2.95 0.14 0.65
H -3.07 0.64 -1.05
H -2.53 -1.00 -0.65
H -0.57 0.43 -1.28
H -0.99 1.60 -0.02
H -0.64 -0.15 1.72
H -0.22 -1.33 0.43
H 3.73 0.67 0.26
H 3.30 -0.53 -1.16
```

***

# C4H9NO2

A single C4H9NO2 molecule (ωB97M-V/def2-TZVPD, the OMol25 dataset).

Properties
- Relative energy (zero: lowest compared OMol25 entry of this formula, charge and spin): 0.181 eV
- SMILES string: CCCOC(N)=O
- Strongest force on any atom: 0.0082 hartree/bohr

```
16
C4H9NO2 (ωB97M-V/def2-TZVPD)
C 1.48 -2.07 -0.45
C 0.24 -1.18 -0.42
C 0.34 -0.05 0.59
O -0.88 0.69 0.56
C -0.82 1.94 0.05
N -2.08 2.45 -0.08
O 0.20 2.54 -0.24
H 1.68 -2.50 0.54
H 1.35 -2.89 -1.16
H 2.36 -1.50 -0.76
H 0.06 -0.75 -1.41
H -0.65 -1.78 -0.18
H 0.44 -0.44 1.61
H 1.18 0.61 0.36
H -2.17 3.29 -0.63
H -2.86 1.80 -0.08
```

***

# C4H9NO2

A 3-piece molecular cluster, C4H9NO2 overall (ωB97M-V/def2-TZVPD, the OMol25 dataset).

Properties
- Relative energy (zero: lowest compared OMol25 entry of this formula, charge and spin): 5.655 eV
- SMILES string: CN1CC1=O.[H][H].C=O
- Strongest force on any atom: 0.0217 hartree/bohr

```
16
C4H9NO2 (ωB97M-V/def2-TZVPD)
C 0.77 0.00 1.61
N 0.92 0.64 0.28
C 0.12 1.87 0.12
C 0.01 0.87 -0.90
O -0.07 0.70 -2.08
H 1.09 0.71 2.39
H 1.39 -0.89 1.73
H -0.27 -0.27 1.85
H 0.66 2.76 -0.16
H -0.69 1.98 0.84
H 1.14 -1.21 -0.61
H 0.86 -1.86 -0.86
C -1.49 -1.34 -1.07
O -1.45 -0.45 -0.25
H -1.92 -2.30 -0.79
H -1.09 -1.21 -2.09
```

***

# C4H9NO2

A single C4H9NO2 molecule (ωB97M-V/def2-TZVPD, the OMol25 dataset).

Properties
- Relative energy (zero: lowest compared OMol25 entry of this formula, charge and spin): 1.440 eV
- SMILES string: CC[C@H](N)C(=O)O
- Strongest force on any atom: 0.0618 hartree/bohr

```
16
C4H9NO2 (ωB97M-V/def2-TZVPD)
C -0.47 2.28 1.23
C 0.44 1.36 0.43
C -0.35 -0.03 0.26
N -0.43 -0.63 1.57
C 0.29 -0.95 -0.88
O 0.89 -1.99 -0.81
O -0.19 -0.37 -1.99
H -0.79 2.06 2.23
H -0.08 3.25 1.36
H -1.35 2.33 0.54
H 0.73 1.85 -0.61
H 1.25 1.01 1.07
H -1.33 0.23 -0.10
H -1.08 -1.44 1.52
H 0.55 -1.03 1.75
H 0.12 -1.06 -2.63
```

***

# C4H9NO2

A 2-piece molecular cluster, C4H9NO2 overall (ωB97M-V/def2-TZVPD, the OMol25 dataset).

Properties
- Relative energy (zero: lowest compared OMol25 entry of this formula, charge and spin): 2.358 eV
- SMILES string: C[C@H]1CO1.[H]/N=C/O
- Strongest force on any atom: 0.0095 hartree/bohr

```
16
C4H9NO2 (ωB97M-V/def2-TZVPD)
C 1.12 0.95 0.51
C -0.36 1.19 0.65
C -1.12 1.91 -0.38
O -1.27 0.50 -0.21
H 1.42 0.07 1.09
H 1.66 1.82 0.87
H 1.38 0.78 -0.54
H -0.73 1.23 1.68
H -2.00 2.49 -0.12
H -0.60 2.20 -1.29
H 0.55 -2.82 1.24
N 0.13 -2.08 0.67
C 0.18 -2.41 -0.56
O -0.29 -1.65 -1.54
H 0.61 -3.34 -0.96
H -0.69 -0.84 -1.13
```

***

# C4H9NO2

A single C4H9NO2 molecule (ωB97M-V/def2-TZVPD, the OMol25 dataset).

Properties
- Relative energy (zero: lowest compared OMol25 entry of this formula, charge and spin): 2.136 eV
- SMILES string: C/N=C/OCCO
- Strongest force on any atom: 0.0116 hartree/bohr

```
16
C4H9NO2 (ωB97M-V/def2-TZVPD)
C 2.08 -0.47 -0.97
N 0.89 0.30 -0.67
C 0.81 0.92 0.43
O -0.30 1.47 0.93
C -1.58 0.86 0.63
C -1.48 -0.66 0.48
O -1.38 -1.08 -0.85
H 1.87 -1.52 -0.73
H 2.30 -0.42 -2.04
H 2.97 -0.16 -0.40
H 1.65 1.03 1.13
H -2.19 1.13 1.50
H -2.03 1.30 -0.27
H -0.63 -0.99 1.10
H -2.37 -1.14 0.90
H -0.61 -0.58 -1.18
```

***

# C4H9NO2

A single C4H9NO2 molecule (ωB97M-V/def2-TZVPD, the OMol25 dataset).

Properties
- Relative energy (zero: lowest compared OMol25 entry of this formula, charge and spin): 0.804 eV
- SMILES string: NCCCC(=O)O
- Strongest force on any atom: 0.0224 hartree/bohr

```
16
C4H9NO2 (ωB97M-V/def2-TZVPD)
N 1.66 1.39 0.38
C 1.53 0.11 -0.28
C 0.18 -0.18 -0.98
C -1.07 0.31 -0.22
C -1.53 -0.64 0.86
O -1.80 -0.33 1.99
O -1.57 -1.93 0.44
H 1.06 1.41 1.19
H 1.51 2.22 -0.18
H 1.74 -0.65 0.46
H 2.26 0.03 -1.09
H 0.09 -1.24 -1.18
H 0.13 0.41 -1.89
H -1.88 0.34 -0.95
H -0.88 1.27 0.24
H -1.44 -2.51 1.21
```

***

# C4H9NO2

A single C4H9NO2 molecule (ωB97M-V/def2-TZVPD, the OMol25 dataset).

Properties
- Relative energy (zero: lowest compared OMol25 entry of this formula, charge and spin): 1.203 eV
- SMILES string: C[C@@H](N)CC(=O)O
- Strongest force on any atom: 0.0662 hartree/bohr

```
16
C4H9NO2 (ωB97M-V/def2-TZVPD)
C 1.18 1.64 -0.07
C 0.18 0.51 -0.47
N 0.94 -0.23 -1.50
C -0.19 -0.23 0.82
C -0.93 -1.53 0.75
O -0.69 -2.64 1.10
O -2.27 -1.14 0.46
H 2.08 1.07 0.15
H 1.27 2.46 -0.77
H 0.80 2.10 0.85
H -0.75 0.87 -0.92
H 0.85 -1.24 -1.41
H 0.65 0.00 -2.44
H -0.90 0.50 1.20
H 0.66 -0.29 1.50
H -2.89 -1.85 0.73
```